The following is a quantum chemistry calculation of 2 unconnected molecules or ions with the total composition C5H16N3 at a distorted geometry, from the OMol25 dataset.

```
24
Properties=species:S:1:pos:R:3:lowdin_charge:R:1
C -0.7675 -0.9651 0.5307 -0.1590
C -1.4189 -0.7241 1.9081 -0.0729
C -1.2022 0.9278 -0.9887 -0.3946
N -0.6657 0.4344 0.1144 0.0799
N -1.6259 0.0823 -1.9703 0.1944
N -0.9907 2.2240 -1.3892 0.1860
H 0.2903 -1.2801 0.7529 0.0930
H -1.2931 -1.6007 -0.1527 0.1100
H -0.6933 -0.3158 2.5934 0.0768
H -1.7929 -1.6752 2.3091 0.0870
H -0.0927 1.0703 0.6589 0.1740
H -1.5327 -0.9150 -1.9593 0.1120
H -2.4513 0.4364 -2.4323 0.1289
H -1.2201 2.9631 -0.7374 0.1258
H -1.5730 2.3775 -2.2256 0.1298
H -2.3351 -0.1169 1.9430 0.0884
C 2.7334 -1.4888 0.9077 -0.1900
C 3.5195 -0.2881 0.4589 -0.1784
H 2.0223 -1.7776 0.0964 0.0533
H 3.4233 -2.3595 0.9245 0.0882
H 2.1561 -1.4348 1.8148 0.0586
H 4.0686 0.0122 1.4040 0.0838
H 4.2701 -0.2721 -0.3332 0.0745
H 3.0110 0.6896 0.4975 0.0505
```

Summary:
energy relative to the best compared isomer or geometry (same formula, charge and spin) = 158.37 kJ/mol
E_tot = -364.115033 hartree
LUMO level = -3.17 eV
Kohn-Sham gap = 10.6 eV
charge = +1
E_HOMO = -13.77 eV